(1)
Below is one molecule with the formula C3H3N3O2, with properties calculated with ωB97M-V/def2-TZVPD.

Computed properties:
- total energy (Eh) = -430.69926
- Kohn-Sham gap (eV) = 9.92
- energy relative to the best compared isomer or geometry (same formula, charge and spin) (kcal per mole) = 139.1
- structure (SMILES) = C=Nn1cnoc1=O
- spin multiplicity = 1
- LUMO level (eV) = -0.10

Geometry as XYZ:
```
11
Properties=species:S:1:pos:R:3:forces:R:3
C 1.068 -1.640 -0.700 1.58 7.28 0.25
N 1.055 -0.319 -0.458 1.72 -4.11 -0.65
N 0.115 0.310 0.448 2.25 -0.74 -3.79
C 0.073 1.574 0.029 0.23 5.60 1.46
N -1.061 2.215 0.203 1.80 -1.57 -1.38
O -2.012 1.204 0.449 2.40 -3.27 0.52
C -1.140 -0.068 0.573 -3.97 -2.69 4.78
O -1.356 -1.150 1.141 -1.50 2.52 -2.55
H 0.328 -2.117 -0.263 -3.24 -3.31 1.91
H 1.851 -2.035 -1.319 0.03 0.12 -0.22
H 1.079 2.027 -0.103 -1.30 0.16 -0.32
```
Positions in Å, forces in eV/Å.

List of Löwdin charges in e, atom by atom: 0.095, 0.071, -0.035, -0.177, 0.085, -0.011, -0.365, 0.101, 0.008, 0.081, 0.149

(2)
Below is a 2-piece molecular cluster, C3HF3O overall, with properties calculated with ωB97M-V/def2-TZVPD.

Computed properties:
- total energy (Eh) = -489.60642
- Kohn-Sham gap (eV) = 10.99
- energy relative to the best compared isomer or geometry (same formula, charge and spin) (kcal per mole) = 82.1
- structure (SMILES) = FC#CF.O=CF
- spin multiplicity = 1
- LUMO level (eV) = 0.57

Geometry as XYZ:
```
8
Properties=species:S:1:pos:R:3:forces:R:3
F 1.507 -1.979 0.261 0.15 -0.19 0.02
C 1.769 -0.720 0.314 -0.66 0.48 -0.19
C 1.608 0.467 0.232 1.00 -0.54 0.40
F 1.887 1.717 0.312 -0.31 0.18 -0.15
O -0.878 0.780 -0.933 0.08 0.29 -0.21
C -1.625 0.181 -0.258 -0.07 -0.14 0.35
F -2.641 -0.522 -0.763 -0.25 -0.15 -0.12
H -1.627 0.076 0.835 0.06 0.07 -0.10
```
Positions in Å, forces in eV/Å.

List of Löwdin charges in e, atom by atom: 0.112, -0.113, -0.144, 0.130, 0.126, -0.332, 0.075, 0.147

(3)
Below is C35H35AgNO5PS2 as an isolated structure, with properties calculated with ωB97M-V/def2-TZVPD.

Computed properties:
- total energy (Eh) = -3070.39010
- Kohn-Sham gap (eV) = 8.38
- energy relative to the best compared isomer or geometry (same formula, charge and spin) (kcal per mole) = 3.9
- spin multiplicity = 1
- LUMO level (eV) = 0.26

Geometry as XYZ:
```
80
Properties=species:S:1:pos:R:3:forces:R:3
Ag -0.483 -0.714 1.732 -0.35 0.62 -0.42
C -2.461 5.208 4.272 0.02 0.00 -0.03
C -2.885 3.904 4.484 0.04 0.00 -0.03
C -2.432 2.885 3.655 -0.03 0.00 0.01
C -1.565 3.163 2.602 0.12 -0.06 0.07
C -1.137 4.475 2.399 -0.03 0.03 0.03
C -1.584 5.492 3.230 -0.01 -0.04 0.00
P -1.091 1.789 1.486 0.16 0.00 -0.14
C -2.225 2.091 0.089 -0.10 -0.12 0.01
C -3.304 1.216 -0.035 0.03 0.02 -0.05
C -4.275 1.429 -1.006 0.05 0.01 -0.03
C -4.162 2.503 -1.876 0.02 -0.04 0.01
C -3.084 3.373 -1.766 0.03 -0.02 0.01
C -2.128 3.176 -0.780 -0.05 0.07 0.03
C 0.582 2.261 0.916 -0.01 0.10 0.00
C 0.971 2.283 -0.421 -0.05 -0.05 -0.01
C 2.289 2.562 -0.770 -0.04 -0.04 -0.03
C 3.232 2.807 0.216 -0.02 0.00 0.08
C 2.858 2.763 1.555 0.00 -0.01 -0.03
C 1.545 2.486 1.903 0.04 0.02 0.01
H -2.809 6.004 4.920 0.02 -0.04 -0.03
H -3.564 3.677 5.298 0.02 0.00 -0.03
H -2.756 1.863 3.824 0.01 0.04 -0.01
H -0.448 4.702 1.594 -0.02 -0.02 0.03
H -1.249 6.509 3.065 -0.01 -0.05 0.01
H -3.372 0.351 0.618 -0.01 0.03 0.00
H -5.112 0.745 -1.090 0.02 0.01 0.00
H -4.905 2.659 -2.649 0.01 0.00 0.03
H -2.984 4.207 -2.450 -0.02 -0.03 0.03
H -1.310 3.880 -0.693 0.05 -0.04 0.01
H 0.259 2.073 -1.208 -0.01 0.06 -0.01
H 2.566 2.578 -1.819 -0.06 -0.02 0.05
H 4.257 3.024 -0.056 -0.02 0.00 0.01
H 3.593 2.937 2.331 -0.02 0.00 -0.01
H 1.266 2.434 2.950 0.01 0.01 -0.01
C 4.759 -3.565 -3.117 -0.04 0.05 -0.01
C 3.674 -2.550 -3.380 0.05 -0.05 0.00
C 3.187 -1.742 -2.352 0.02 -0.01 0.02
C 2.173 -0.827 -2.581 0.04 -0.01 -0.02
C 1.640 -0.710 -3.859 0.10 -0.14 0.01
C 2.099 -1.509 -4.896 0.07 0.02 0.06
C 3.119 -2.417 -4.650 0.01 -0.03 0.01
S 0.330 0.441 -4.154 -0.08 -0.12 0.00
O 0.755 1.722 -3.658 -0.02 0.06 -0.13
O -0.076 0.252 -5.516 -0.01 0.13 -0.05
N -0.887 -0.020 -3.180 -0.05 -0.26 -0.03
C -1.324 -1.433 -3.220 0.04 0.36 0.11
C -2.209 -1.703 -2.012 -0.09 -0.06 -0.04
C -1.555 -1.431 -0.668 0.15 -0.03 0.30
O -2.075 -1.918 0.366 0.16 0.10 -0.33
O -0.520 -0.690 -0.642 -0.14 -0.29 0.17
H 5.364 -3.283 -2.255 -0.02 0.00 -0.03
H 5.419 -3.672 -3.979 -0.04 0.02 0.03
H 4.328 -4.549 -2.912 0.00 0.04 -0.01
H 3.614 -1.825 -1.356 -0.03 0.00 -0.08
H 1.794 -0.220 -1.768 -0.01 0.02 -0.02
H 1.661 -1.404 -5.880 0.02 -0.01 0.05
H 3.492 -3.034 -5.461 -0.02 0.02 0.03
H -0.627 0.199 -2.211 -0.08 -0.03 -0.05
H -0.471 -2.118 -3.196 0.10 0.02 -0.01
H -1.872 -1.613 -4.142 -0.03 0.05 -0.06
H -2.536 -2.743 -2.020 -0.04 0.00 0.00
H -3.109 -1.083 -2.054 0.01 0.00 -0.02
C 1.180 -2.723 5.324 0.17 0.01 0.07
S 0.218 -1.800 4.134 0.10 0.04 0.18
O 1.124 -0.709 3.609 -0.20 -0.40 0.17
C 0.172 -3.062 2.861 0.04 -0.03 0.12
C -0.936 -3.895 2.765 0.00 0.07 0.01
C -0.976 -4.840 1.753 -0.01 0.03 -0.06
C 0.069 -4.925 0.842 0.01 -0.01 0.02
C 1.166 -4.079 0.942 -0.01 -0.02 -0.06
C 1.230 -3.143 1.962 -0.06 0.04 -0.03
H 2.119 -3.009 4.848 -0.01 -0.01 0.09
H 0.606 -3.602 5.623 0.05 0.04 -0.01
H 1.355 -2.072 6.179 0.01 -0.05 -0.03
H -1.772 -3.776 3.446 0.05 -0.01 -0.01
H -1.842 -5.481 1.651 0.03 0.01 0.00
H 0.018 -5.644 0.034 0.00 0.01 0.01
H 1.966 -4.136 0.214 -0.02 -0.01 0.01
H 2.061 -2.452 2.047 -0.01 -0.02 0.02
```
Positions in Å, forces in eV/Å.

List of Löwdin charges in e, atom by atom: 0.679, -0.088, -0.086, -0.100, -0.357, -0.086, -0.077, 1.068, -0.355, -0.109, -0.083, -0.077, -0.068, -0.084, -0.378, -0.098, -0.074, -0.083, -0.082, -0.114, 0.102, 0.102, 0.097, 0.106, 0.104, 0.092, 0.106, 0.104, 0.107, 0.105, 0.076, 0.104, 0.101, 0.102, 0.107, -0.052, -0.270, -0.033, -0.046, -0.286, -0.046, -0.036, 0.614, -0.294, -0.292, -0.122, -0.199, -0.086, -0.673, -0.073, -0.125, 0.075, 0.077, 0.082, 0.113, 0.098, 0.112, 0.114, 0.057, 0.117, 0.118, 0.122, 0.115, -0.236, 0.868, -0.572, -0.465, -0.092, -0.067, -0.063, -0.060, -0.094, 0.065, 0.062, 0.055, 0.117, 0.112, 0.109, 0.106, 0.113

(4)
Below is an isolated ion of composition C5H4O4S2 and charge -2, with properties calculated with ωB97M-V/def2-TZVPD.

Computed properties:
- total energy (Eh) = -1290.15007
- Kohn-Sham gap (eV) = 5.14
- energy relative to the best compared isomer or geometry (same formula, charge and spin) (kcal per mole) = 17.6
- total charge = -2
- structure (SMILES) = O=C([O-])[C@@H]1SC=CC1=[S@@H](=O)[O-]
- spin multiplicity = 1
- LUMO level (eV) = 5.60

Geometry as XYZ:
```
15
Properties=species:S:1:pos:R:3:forces:R:3
O 1.023 2.307 -1.515 -0.75 0.50 -0.81
C 1.606 1.708 -0.628 1.25 -1.25 2.39
O 2.739 1.926 -0.106 -0.24 0.20 -0.35
C 0.935 0.366 0.017 -2.63 2.77 -3.74
S 1.083 -0.785 -1.432 1.38 -0.93 -0.35
C -0.591 -0.748 -1.772 -0.25 2.03 2.46
C -1.257 -0.037 -0.820 -1.77 -1.31 -0.76
C -0.563 0.516 0.341 0.68 -2.04 0.29
S -0.827 -0.735 1.741 0.61 -0.23 1.60
O -0.768 0.015 2.991 0.21 0.52 0.37
O -1.977 -1.686 1.814 1.15 0.66 -1.32
H 1.442 -0.026 0.787 2.36 -1.04 2.73
H -0.986 -1.203 -2.619 -0.72 -0.79 -1.28
H -2.359 -0.116 -0.764 0.48 0.33 -0.36
H 0.501 -1.502 1.965 -1.78 0.57 -0.88
```
Positions in Å, forces in eV/Å.

List of Löwdin charges in e, atom by atom: -0.064, -0.794, -0.135, -0.496, 0.824, -0.487, -0.308, -0.328, 0.622, -0.502, -0.490, 0.000, 0.013, 0.081, 0.062